[1]
A structure of composition C24H58CdN3O13. Source: the OMol25 dataset; level of theory: wB97M-V/def2-TZVPD.

Last column: Mulliken charge in e.
Atoms and positions in Å:
1 Cd 23.478 -3.453 -9.898  0.4958
2 O 21.581 -4.053 -9.770  0.9998
3 H 20.705 -3.802 -9.490  -0.4784
4 C 18.638 -2.345 -11.268  -1.2739
5 C 18.379 -3.817 -10.892  1.5069
6 C 16.971 -4.198 -11.360  -1.0422
7 O 16.005 -3.591 -10.543  -0.2623
8 C 14.687 -3.863 -10.939  -0.8448
9 N 19.439 -4.623 -11.481  -0.5382
10 H 17.910 -1.771 -10.688  0.3906
11 H 18.373 -2.115 -12.300  0.4669
12 H 19.651 -1.994 -11.063  -0.1773
13 H 18.377 -4.017 -9.810  -0.3588
14 H 16.911 -5.294 -11.409  0.3872
15 H 16.829 -3.908 -12.409  0.4318
16 H 14.065 -3.203 -10.328  0.2730
17 H 14.377 -4.878 -10.671  0.3084
18 H 14.342 -3.647 -11.955  0.3218
19 H 19.177 -5.599 -11.387  0.3515
20 H 20.317 -4.493 -10.960  -0.3733
21 C 23.856 -0.824 -13.317  -1.4101
22 C 23.884 -1.386 -11.876  0.2507
23 C 22.959 -0.626 -10.928  -0.6692
24 O 22.700 -1.430 -9.774  -0.2431
25 C 21.890 -0.748 -8.830  -0.7271
26 N 23.580 -2.851 -11.935  -0.4381
27 H 23.887 -1.600 -14.096  0.4058
28 H 24.686 -0.168 -13.563  0.3989
29 H 22.858 -0.486 -13.628  0.3871
30 H 24.938 -1.198 -11.641  0.3266
31 H 21.979 -0.512 -11.402  0.4085
32 H 23.438 0.339 -10.757  0.3453
33 H 21.658 -1.311 -7.929  -0.0824
34 H 20.896 -0.566 -9.258  0.3697
35 H 22.221 0.253 -8.545  0.5108
36 H 24.279 -3.062 -12.652  0.3606
37 H 22.785 -2.839 -12.584  0.2522
38 C 22.808 -6.468 -11.818  -1.0371
39 C 23.826 -6.671 -10.691  0.3662
40 C 24.971 -7.650 -10.918  -0.9276
41 O 25.645 -7.248 -12.103  -0.3254
42 C 26.789 -8.036 -12.422  -0.7912
43 N 24.403 -5.384 -10.253  -0.5278
44 H 21.940 -5.909 -11.467  -0.0500
45 H 22.366 -7.365 -12.245  0.4683
46 H 23.272 -5.823 -12.568  0.3157
47 H 23.225 -7.003 -9.837  0.3226
48 H 24.548 -8.655 -11.000  0.4909
49 H 25.636 -7.697 -10.051  0.4266
50 H 26.731 -9.055 -12.040  0.3459
51 H 27.698 -7.518 -12.114  0.2826
52 H 26.823 -8.118 -13.509  0.2420
53 H 24.955 -5.567 -9.416  0.3046
54 H 25.148 -5.223 -10.940  0.3561
55 C 18.470 -1.939 -7.545  -0.2900
56 C 18.414 -0.892 -6.469  -0.7750
57 O 19.289 0.180 -6.878  -0.2191
58 C 19.658 1.038 -5.946  0.7372
59 O 19.342 1.013 -4.775  -0.5744
60 O 20.435 1.970 -6.457  -0.3145
61 C 20.850 3.041 -5.624  -0.6695
62 H 17.979 -1.592 -8.455  0.3771
63 H 17.932 -2.838 -7.238  0.3549
64 H 19.473 -2.261 -7.836  -0.3881
65 H 18.723 -1.268 -5.494  0.3845
66 H 17.394 -0.529 -6.347  0.4281
67 H 21.448 2.642 -4.804  0.3114
68 H 20.021 3.647 -5.266  0.2988
69 H 21.510 3.656 -6.233  0.2247
70 C 17.122 -7.343 -4.831  -1.3309
71 C 17.509 -6.158 -5.695  -0.0841
72 O 18.099 -6.579 -6.917  -0.2436
73 C 17.381 -6.698 -8.034  0.6444
74 O 16.190 -6.702 -8.097  -0.5600
75 O 18.154 -6.827 -9.123  -0.4071
76 C 19.579 -6.782 -9.042  -0.4549
77 H 16.314 -7.891 -5.320  0.3199
78 H 16.778 -7.087 -3.833  0.4004
79 H 17.931 -8.075 -4.819  0.3053
80 H 18.141 -5.363 -5.289  0.2440
81 H 16.657 -5.510 -5.940  0.3705
82 H 19.911 -5.857 -8.574  0.0259
83 H 19.985 -6.802 -10.045  0.1505
84 H 19.952 -7.602 -8.428  0.5975
85 C 21.795 -5.208 -6.225  -0.6941
86 C 22.081 -3.700 -6.100  0.7303
87 O 22.545 -3.396 -4.784  -0.4661
88 C 21.680 -3.421 -3.776  0.7211
89 O 20.534 -3.800 -3.846  -0.5524
90 O 22.315 -3.053 -2.687  -0.3821
91 C 21.606 -2.891 -1.471  -0.6367
92 H 21.705 -5.472 -7.277  -0.1829
93 H 20.904 -5.452 -5.656  0.1898
94 H 22.684 -5.672 -5.795  0.4470
95 H 21.201 -3.121 -6.389  -0.2715
96 H 22.894 -3.380 -6.751  0.1087
97 H 21.031 -3.777 -1.210  0.2994
98 H 20.949 -2.021 -1.487  0.2928
99 H 22.301 -2.675 -0.663  0.2392

Summary:
**Net charge**: +1
**HOMO**: -10.87 eV
**Lowest unoccupied orbital energy**: -0.13454 Eh
**F_max**: 3.67 eV Å⁻¹

[2]
A cluster of 8 separate species, C32H76Cl8O16P4 in total. Source: the OMol25 dataset; level of theory: wB97M-V/def2-TZVPD.

Last column: Mulliken charge in e.
Atoms and positions in Å:
1 Cl -0.696 1.682 1.247  -0.2353
2 C -1.693 0.307 0.598  0.2775
3 C -1.357 -0.907 1.458  0.6306
4 Cl 0.373 -1.370 1.534  -0.1010
5 H -1.612 0.176 -0.481  0.3549
6 H -2.697 0.733 0.606  -0.3970
7 H -1.800 -1.770 0.960  -0.4037
8 H -1.723 -0.804 2.479  -0.1751
9 Cl -3.105 -4.363 2.074  -0.1716
10 C -3.513 -4.138 0.307  -0.2345
11 C -4.965 -4.535 -0.194  -0.5785
12 Cl -6.208 -3.488 0.578  -0.1624
13 H -2.930 -4.727 -0.401  0.2529
14 H -3.523 -3.064 0.122  0.2018
15 H -5.184 -5.587 -0.010  0.4006
16 H -4.997 -4.405 -1.276  0.3303
17 Cl 2.652 -2.450 -2.688  -0.2227
18 C 2.613 -1.301 -1.303  0.7633
19 C 3.989 -1.104 -0.664  -0.0172
20 Cl 5.085 -0.348 -1.786  -0.2024
21 H 2.062 -1.906 -0.584  -0.6523
22 H 2.126 -0.336 -1.443  0.1627
23 H 4.369 -2.028 -0.229  -0.0854
24 H 3.888 -0.476 0.221  0.2820
25 Cl -8.192 2.547 0.964  -0.1904
26 C -7.981 0.965 1.861  -0.5010
27 C -7.078 -0.028 1.119  -0.5544
28 Cl -5.369 0.466 1.117  -0.0809
29 H -8.972 0.514 1.895  0.3564
30 H -7.494 1.132 2.821  0.3430
31 H -7.445 -0.088 0.095  0.3531
32 H -7.205 -0.997 1.602  0.2503
33 C 5.853 3.812 -3.061  -1.2857
34 C 4.700 2.953 -3.480  -0.0382
35 O 4.002 3.686 -4.490  -0.2712
36 P 2.372 3.700 -4.434  1.1070
37 O 1.657 4.760 -3.581  -0.4295
38 O 1.875 2.211 -3.956  -0.0322
39 C 0.498 1.940 -3.791  -0.4758
40 C 0.025 2.410 -2.364  -0.6239
41 O 2.203 3.678 -6.009  -0.2426
42 C 1.737 4.728 -6.749  -0.2653
43 C 2.685 5.234 -7.787  -1.2766
44 H 6.691 3.243 -2.660  0.3474
45 H 6.153 4.460 -3.884  0.2974
46 H 5.341 4.347 -2.261  0.3365
47 H 5.064 2.051 -3.971  0.3527
48 H 4.081 2.677 -2.626  0.2855
49 H -0.130 2.200 -4.642  0.2969
50 H 0.579 0.855 -3.718  0.4331
51 H 0.823 2.388 -1.622  0.6303
52 H -0.492 3.369 -2.357  0.1514
53 H -0.606 1.550 -2.138  -0.0324
54 H 0.753 4.593 -7.198  0.4139
55 H 1.493 5.660 -6.237  0.2541
56 H 2.698 4.569 -8.651  0.3113
57 H 2.471 6.248 -8.127  0.3668
58 H 3.625 5.304 -7.238  0.3239
59 C 0.615 -1.802 9.713  -1.1624
60 C -0.205 -0.674 9.077  -0.3370
61 O 0.248 -0.426 7.728  -0.1560
62 P -0.001 0.942 6.987  0.7218
63 O 0.620 2.025 7.749  -0.7591
64 O 0.687 0.639 5.513  -0.1862
65 C 1.808 -0.227 5.320  -0.4777
66 C 1.619 -1.668 4.899  -0.3591
67 O -1.680 1.020 6.733  -0.4369
68 C -2.245 0.444 5.545  -0.1424
69 C -2.448 -1.073 5.578  -0.8809
70 H 0.389 -1.629 10.765  0.3807
71 H 0.311 -2.779 9.337  0.2987
72 H 1.702 -1.754 9.654  0.3093
73 H -1.279 -0.843 8.994  0.3159
74 H -0.074 0.246 9.647  0.3398
75 H 2.535 0.349 4.747  0.5335
76 H 2.408 -0.328 6.225  0.3178
77 H 2.484 -2.007 4.329  0.2933
78 H 1.484 -2.408 5.687  0.2241
79 H 0.700 -1.545 4.328  -0.2224
80 H -3.233 0.902 5.592  0.3773
81 H -1.857 0.713 4.563  0.1848
82 H -3.065 -1.294 6.449  0.3329
83 H -2.901 -1.465 4.668  0.3737
84 H -1.444 -1.486 5.678  0.1074
85 C 3.666 -5.336 4.294  -1.2959
86 C 3.693 -4.834 2.882  0.0639
87 O 4.306 -5.891 2.142  -0.2605
88 P 4.561 -5.796 0.587  0.4268
89 O 4.932 -7.089 -0.066  -0.7787
90 O 3.247 -5.084 -0.033  0.2030
91 C 1.986 -5.859 -0.049  -0.5595
92 C 0.928 -4.711 -0.467  -0.5460
93 O 5.810 -4.690 0.628  -0.2179
94 C 7.090 -5.117 1.041  -0.3499
95 C 7.231 -4.572 2.429  -0.8095
96 H 3.111 -4.663 4.947  0.2558
97 H 3.075 -6.245 4.408  0.3532
98 H 4.654 -5.462 4.739  0.3473
99 H 2.695 -4.841 2.445  0.2474
100 H 4.254 -3.905 2.776  0.3179
101 H 2.063 -6.540 -0.896  0.4135
102 H 1.632 -6.436 0.805  0.3937
103 H 0.762 -4.037 0.374  0.0875
104 H 1.321 -4.149 -1.315  0.0321
105 H -0.090 -4.940 -0.784  0.3550
106 H 7.181 -6.180 1.264  0.2843
107 H 7.938 -4.881 0.399  0.3849
108 H 6.396 -4.734 3.111  0.0466
109 H 8.081 -4.986 2.972  0.4008
110 H 7.229 -3.495 2.263  0.2433
111 C -4.326 3.458 -0.844  -0.4895
112 C -5.136 3.210 -2.207  -0.4035
113 O -4.684 3.959 -3.393  -0.4139
114 P -3.588 3.213 -4.323  1.1097
115 O -2.813 2.130 -3.692  -0.5846
116 O -4.449 2.849 -5.560  -0.3770
117 C -4.014 1.969 -6.505  -0.1469
118 C -4.094 2.750 -7.784  -1.1572
119 O -2.759 4.441 -4.842  -0.2769
120 C -2.155 5.391 -3.933  0.3587
121 C -1.639 6.654 -4.584  -1.1745
122 H -4.042 4.510 -0.870  0.2729
123 H -5.046 3.218 -0.062  0.3459
124 H -3.444 2.819 -0.801  -0.1481
125 H -5.358 2.153 -2.356  0.3034
126 H -6.101 3.630 -1.922  0.3674
127 H -3.022 1.529 -6.406  0.2291
128 H -4.748 1.163 -6.535  0.3384
129 H -3.301 3.497 -7.841  0.2222
130 H -4.086 2.276 -8.765  0.4109
131 H -5.009 3.342 -7.774  0.2905
132 H -2.944 5.685 -3.241  0.2923
133 H -1.308 4.896 -3.459  -0.1398
134 H -0.789 6.355 -5.198  0.0284
135 H -2.357 7.184 -5.210  0.4101
136 H -1.287 7.389 -3.861  0.3732

Summary:
**Net charge**: +1
**2S+1**: 2
**⟨S²⟩**: 0.763
**HOMO (spin up / spin down)**: -11.76 / -11.76 eV
**Lowest unoccupied orbital energy (spin up / spin down)**: -0.08098 / -0.33942 Eh
**F_max**: 5.26 eV Å⁻¹

[3]
A structure of composition C7H16NO5S2. Source: the OMol25 dataset; level of theory: wB97M-V/def2-TZVPD.

Last column: natural (NBO) charge in e.
Atoms and positions in Å:
1 C 1.164 -2.286 0.825  -0.5997
2 C 1.805 -1.343 -0.183  -0.4039
3 C 2.736 -0.358 0.528  -0.3878
4 C 2.066 0.897 1.068  -0.3923
5 C 1.323 1.739 0.035  -0.4027
6 C -0.177 1.371 -0.100  -0.4228
7 C -0.559 1.203 -1.577  -0.6597
8 S -2.005 0.150 -1.682  2.3080
9 O -1.573 -1.128 -1.152  -1.0119
10 O -2.447 0.105 -3.047  -0.9817
11 N -3.098 0.948 -0.784  -1.2292
12 S -3.559 0.187 0.535  2.4906
13 O -4.712 0.861 1.023  -0.9802
14 O -2.533 -0.022 1.525  -1.0099
15 O -4.055 -1.279 0.116  -0.8948
16 H 0.739 -1.705 1.636  0.2046
17 H 1.949 -2.905 1.248  0.1808
18 H 0.397 -2.899 0.375  0.2214
19 H 2.397 -1.936 -0.874  0.1859
20 H 1.044 -0.854 -0.769  0.2191
21 H 3.161 -0.892 1.377  0.1881
22 H 3.575 -0.104 -0.113  0.1883
23 H 2.856 1.509 1.500  0.1898
24 H 1.411 0.660 1.898  0.2037
25 H 1.377 2.770 0.375  0.1969
26 H 1.824 1.738 -0.926  0.1880
27 H -0.815 2.134 0.316  0.2247
28 H -0.315 0.422 0.388  0.2397
29 H -0.802 2.166 -2.003  0.2245
30 H 0.243 0.724 -2.118  0.2172
31 H -3.419 -1.871 0.561  0.5054

Summary:
**Energy relative to the best compared isomer or geometry (same formula, charge and spin)**: 9.1 kcal per mole
**Net charge**: -1
**HOMO**: -5.66 eV
**Lowest unoccupied orbital energy**: 0.11777 Eh
**F_max**: 1.62 eV Å⁻¹

[4]
A structure of composition C9H9CoF3N5O4Se. Source: the OMol25 dataset; level of theory: wB97M-V/def2-TZVPD.

Last column: Mulliken charge in e.
Atoms and positions in Å:
1 Co 0.610 -0.100 0.451  0.5975
2 C -4.396 -1.122 0.429  -0.8264
3 O -3.292 -0.287 0.891  -0.2921
4 C -2.121 -0.389 0.381  1.1506
5 O -1.194 0.336 0.843  -0.5103
6 N -1.852 -1.220 -0.639  -0.1347
7 N -0.515 -1.240 -1.077  -0.5490
8 H -5.219 -0.887 1.092  0.2403
9 H -4.128 -2.173 0.529  0.3926
10 H -4.649 -0.852 -0.595  0.3892
11 H -2.531 -1.844 -1.051  0.2494
12 H -0.455 -0.834 -2.010  0.3506
13 H -0.181 -2.203 -1.109  0.3033
14 F -0.561 -2.119 2.474  -0.2405
15 C 0.281 -3.081 2.056  0.8680
16 F 0.295 -4.067 2.900  -0.1912
17 F -0.215 -3.519 0.866  -0.2547
18 C 1.682 -2.499 1.807  0.1222
19 O 2.682 -3.005 2.157  -0.3483
20 O 1.645 -1.296 1.147  -0.5341
21 Se 1.565 3.264 2.203  0.4916
22 N 2.158 4.192 0.852  -0.6392
23 C 2.115 3.435 -0.240  0.3815
24 C 2.495 3.750 -1.576  -0.3221
25 C 2.346 2.769 -2.517  -0.7242
26 C 1.830 1.489 -2.184  0.0444
27 N 1.470 1.161 -0.959  -0.1065
28 C 1.622 2.129 -0.013  1.0108
29 N 1.268 1.803 1.213  -0.2827
30 H 2.886 4.728 -1.826  0.5070
31 H 2.624 2.952 -3.546  0.4131
32 H 1.738 0.730 -2.951  0.4442

Summary:
**Net charge**: +2
**2S+1**: 5
**⟨S²⟩**: 6.013
**HOMO (spin up / spin down)**: -16.62 / -16.62 eV
**Lowest unoccupied orbital energy (spin up / spin down)**: -0.30481 / -0.36129 Eh
**F_max**: 0.55 eV Å⁻¹